The following is a quantum chemistry calculation of a cluster of 14 separate species, C26H80N16O14 in total at a distorted geometry, from the OMol25 dataset.

E_HOMO in Eh: -0.32800
LUMO energy in Eh: -0.00596

Each line ends with the Mulliken charge.
Atoms and positions in Å:
C  17.81  -19.68  -19.25  -1.61
C  18.53  -18.93  -18.12  0.96
C  19.09  -19.94  -17.13  -1.23
O  19.63  -18.27  -18.75  -0.56
H  17.12  -18.99  -19.74  0.38
H  17.26  -20.56  -18.92  0.36
H  18.53  -19.99  -20.01  0.33
H  17.82  -18.22  -17.70  0.02
H  18.35  -20.69  -16.83  0.35
H  19.44  -19.54  -16.17  0.14
H  19.91  -20.51  -17.59  0.49
H  20.27  -18.94  -19.02  0.38
C  16.46  -17.51  -14.23  0.16
C  17.66  -18.05  -13.48  0.32
C  18.93  -17.27  -13.88  1.71
O  17.46  -17.90  -12.06  0.66
H  16.38  -16.43  -14.05  -0.77
H  15.50  -17.97  -14.01  0.26
H  16.61  -17.80  -15.27  0.25
H  17.82  -19.10  -13.74  -0.16
H  18.98  -16.32  -13.36  -1.60
H  19.04  -17.15  -14.96  0.29
H  19.78  -17.89  -13.57  -0.41
H  17.06  -17.03  -11.88  -0.32
C  19.35  -22.64  -14.95  -0.28
C  18.73  -23.95  -14.51  0.30
C  19.66  -25.12  -14.75  -1.50
O  18.33  -23.94  -13.14  -0.60
H  20.21  -22.51  -14.29  0.19
H  18.71  -21.81  -14.62  -0.28
H  19.54  -22.58  -16.01  0.48
H  17.80  -24.16  -15.05  0.36
H  20.55  -24.95  -14.13  0.33
H  20.03  -25.18  -15.77  0.38
H  19.26  -26.08  -14.43  0.36
H  17.89  -23.11  -12.89  0.44
C  18.58  -11.67  -10.23  -1.64
C  18.68  -12.37  -11.55  0.79
C  18.64  -13.90  -11.46  -0.07
O  17.63  -11.94  -12.43  -0.59
H  18.79  -10.60  -10.31  0.47
H  19.35  -12.10  -9.59  0.37
H  17.68  -11.80  -9.63  0.38
H  19.63  -12.12  -12.05  0.01
H  17.79  -14.08  -10.79  0.38
H  19.49  -14.40  -10.99  0.15
H  18.37  -14.35  -12.41  -0.65
H  17.23  -11.12  -12.15  0.30
C  22.88  -18.73  -14.32  -0.58
C  23.66  -18.54  -15.61  0.11
C  23.18  -17.34  -16.46  -0.75
O  25.05  -18.36  -15.34  -0.59
H  21.82  -18.89  -14.51  -0.04
H  23.08  -17.93  -13.60  0.24
H  23.30  -19.62  -13.84  0.35
H  23.52  -19.41  -16.25  0.31
H  23.44  -16.40  -15.96  0.23
H  22.09  -17.38  -16.55  0.05
H  23.65  -17.35  -17.45  0.31
H  25.06  -17.68  -14.66  0.37
C  20.08  -21.41  -9.71  -1.57
C  19.95  -21.59  -11.21  1.62
C  20.49  -20.36  -11.96  0.47
O  20.74  -22.71  -11.60  -0.71
H  20.99  -20.86  -9.45  0.32
H  20.30  -22.33  -9.16  0.42
H  19.29  -20.85  -9.22  0.28
H  18.94  -21.87  -11.52  -0.57
H  21.55  -20.16  -11.85  0.47
H  19.89  -19.53  -11.58  -0.57
H  20.25  -20.50  -13.02  -0.52
H  20.29  -23.23  -12.28  0.35
C  20.19  -14.98  -16.94  0.46
O  20.00  -15.01  -15.71  -0.39
N  21.36  -14.58  -17.53  -0.45
N  19.19  -15.30  -17.80  -0.21
H  22.09  -14.39  -16.86  0.27
H  21.47  -14.86  -18.48  0.19
H  18.30  -15.60  -17.43  -0.05
H  19.37  -15.39  -18.78  0.20
C  15.71  -21.40  -11.96  0.31
O  16.76  -21.75  -12.51  -0.62
N  15.38  -20.07  -11.90  0.19
N  14.78  -22.28  -11.50  -0.39
H  14.58  -19.93  -11.30  0.15
H  16.19  -19.47  -11.86  -0.23
H  13.90  -22.01  -11.10  0.13
H  14.89  -23.27  -11.63  0.24
C  14.68  -16.24  -11.10  0.60
O  15.87  -16.07  -10.75  -0.63
N  14.10  -15.80  -12.25  -0.12
N  13.86  -16.98  -10.28  -0.45
H  13.18  -15.95  -12.61  0.24
H  14.75  -15.39  -12.90  -0.01
H  12.94  -17.24  -10.59  0.22
H  14.36  -17.41  -9.53  0.23
C  16.55  -14.04  -15.34  0.70
O  16.37  -14.64  -16.42  -0.71
N  15.55  -13.71  -14.47  -0.27
N  17.75  -13.57  -14.96  0.00
H  15.71  -13.00  -13.77  0.12
H  14.59  -13.86  -14.71  0.22
H  18.59  -13.68  -15.51  0.14
H  17.85  -13.20  -14.03  -0.29
C  21.85  -13.97  -12.69  0.37
O  21.98  -13.05  -13.51  -0.72
N  21.34  -15.20  -12.98  0.42
N  22.21  -13.83  -11.38  -0.27
H  21.30  -15.97  -12.34  0.22
H  20.96  -15.34  -13.90  -0.30
H  22.50  -12.90  -11.13  0.23
H  22.14  -14.56  -10.70  0.20
C  12.11  -19.68  -14.08  0.54
O  11.96  -19.93  -15.27  -0.65
N  11.74  -20.62  -13.14  -0.38
N  12.61  -18.53  -13.56  0.03
H  11.54  -21.54  -13.48  0.23
H  11.75  -20.44  -12.16  0.17
H  13.13  -18.54  -12.70  -0.08
H  12.61  -17.71  -14.15  0.09
C  12.99  -16.06  -16.26  0.81
O  12.86  -15.98  -15.01  -0.75
N  13.45  -17.22  -16.82  -0.34
N  12.68  -15.06  -17.13  -0.43
H  13.76  -17.92  -16.17  0.07
H  13.75  -17.17  -17.78  0.20
H  12.81  -15.26  -18.10  0.16
H  12.59  -14.14  -16.74  0.24
C  20.19  -16.98  -9.43  0.66
O  20.88  -16.64  -10.40  -0.65
N  18.99  -17.60  -9.65  0.07
N  20.47  -16.66  -8.12  -0.44
H  18.83  -17.80  -10.63  -0.47
H  18.37  -17.62  -8.86  0.20
H  19.71  -16.68  -7.47  0.12
H  21.36  -16.28  -7.86  0.24


The following is a quantum chemistry calculation of a cluster of 3 separate species, C6H15NO in total at a distorted geometry, from the OMol25 dataset.

E_HOMO in Eh: -0.27317
LUMO energy in Eh: 0.03384

Each line ends with the Mulliken charge.
Atoms and positions in Å:
C  -1.87  -0.23  -0.29  -0.09
C  -2.38  -0.29  1.13  -1.14
O  -1.55  1.10  -0.63  -0.48
H  -2.12  1.41  -1.33  0.27
H  -2.59  -0.69  -0.97  0.44
H  0.15  -1.07  0.73  0.06
H  -3.38  0.14  1.22  0.35
H  -1.74  0.29  1.80  0.24
H  -2.39  -1.32  1.49  0.31
C  1.95  1.22  -0.83  -1.36
C  0.67  -0.82  -1.64  -1.32
C  1.38  -0.14  -0.65  0.94
N  1.48  0.26  1.79  -0.66
C  1.21  -0.69  0.72  -0.20
H  0.75  0.97  1.80  0.24
H  1.47  -0.21  2.69  0.24
H  1.86  -1.56  0.85  0.39
H  2.11  1.44  -1.88  0.43
H  2.91  1.29  -0.30  0.37
H  1.32  2.00  -0.40  0.22
H  -0.72  -0.76  -1.03  0.04
H  0.70  -1.91  -1.63  0.35
H  0.76  -0.45  -2.65  0.38


The following is a quantum chemistry calculation of a cluster of 3 separate species, C6H16N2O in total at a distorted geometry, from the OMol25 dataset.

E_HOMO (spin up / spin down) in Eh: -0.24098 / -0.25114
LUMO energy (spin up / spin down) in Eh: 0.01872 / 0.01920

Each line ends with the Mulliken charge.
Atoms and positions in Å:
C  1.11  0.04  -0.18  0.16
C  -1.37  -0.11  -0.23  1.66
C  -1.95  -1.16  0.68  -1.76
C  -1.41  -0.47  -1.68  -1.60
C  -1.82  1.29  0.09  -1.56
C  3.00  -0.04  1.67  -0.90
N  0.76  -0.01  1.07  -0.54
N  1.36  1.24  -0.79  -0.38
O  1.51  -1.06  -0.87  -0.45
H  1.52  -0.87  -1.82  0.36
H  0.61  -0.98  1.35  0.29
H  2.12  1.27  -1.46  0.21
H  1.42  2.01  -0.14  0.26
H  -3.03  -1.29  0.50  0.41
H  -1.48  -2.14  0.51  0.37
H  -1.83  -0.90  1.73  0.40
H  -2.45  -0.50  -2.05  0.42
H  -0.89  0.27  -2.30  0.33
H  -0.99  -1.46  -1.87  0.33
H  -1.31  2.02  -0.54  0.34
H  -2.90  1.41  -0.10  0.41
H  -1.64  1.54  1.13  0.34
H  3.12  1.01  1.90  0.28
H  2.88  -0.70  2.52  0.28
H  3.66  -0.42  0.89  0.32


The following is a quantum chemistry calculation of a structure of composition C26H36N3O4ReSi at a distorted geometry, from the OMol25 dataset.

E_HOMO (spin up / spin down) in Eh: -0.43212 / -0.44292
<S²>: 3.77
Net charge: +1
LUMO energy (spin up / spin down) in Eh: -0.14412 / -0.17120
Multiplicity: 4

Each line ends with the Mulliken charge.
Atoms and positions in Å:
Re  -0.09  0.30  0.14  1.31
O  0.42  -0.64  1.95  -0.51
N  -0.19  -1.74  2.20  -0.51
N  -0.93  -2.17  1.26  0.82
O  -0.98  -1.50  0.11  -0.57
C  -1.71  -3.33  1.36  0.25
C  -2.19  -3.90  0.18  -0.01
C  -2.98  -5.03  0.26  -0.80
C  -3.31  -5.57  1.50  -0.43
C  -2.82  -4.99  2.66  -0.64
C  -2.01  -3.87  2.60  -0.37
H  -1.92  -3.47  -0.77  0.47
H  -3.35  -5.48  -0.65  0.39
H  -3.94  -6.44  1.55  0.40
H  -3.07  -5.42  3.62  0.41
H  -1.62  -3.41  3.50  0.49
O  0.09  2.48  0.13  -0.62
C  -0.89  2.56  -0.66  0.82
N  -1.29  1.37  -1.15  0.53
C  -2.46  1.53  -1.91  -0.17
O  -3.10  0.64  -2.40  -0.59
C  -2.71  3.00  -1.94  0.15
C  -3.69  3.73  -2.58  -0.52
C  -3.64  5.12  -2.46  -0.46
C  -2.65  5.75  -1.72  -0.63
C  -1.67  5.02  -1.06  -0.40
C  -1.71  3.64  -1.17  0.24
H  -4.45  3.24  -3.15  0.51
H  -4.39  5.72  -2.96  0.43
H  -2.64  6.83  -1.67  0.43
H  -0.90  5.51  -0.49  0.55
C  2.86  1.72  1.56  -1.57
C  3.46  0.55  0.78  2.55
C  4.86  0.93  0.28  -1.69
C  3.62  -0.62  1.76  -1.87
Si  2.25  0.09  -0.77  -1.96
C  2.44  1.35  -2.31  2.44
C  2.54  2.80  -1.82  -1.82
C  1.25  1.27  -3.27  -1.61
C  3.70  1.05  -3.12  -1.94
C  2.50  -1.81  -1.37  2.61
C  1.94  -2.81  -0.37  -1.79
C  3.99  -2.11  -1.57  -1.71
C  1.77  -2.05  -2.69  -2.10
H  3.55  2.02  2.35  0.61
H  1.92  1.44  2.02  0.18
H  2.69  2.59  0.93  0.25
H  5.51  1.11  1.14  0.56
H  4.84  1.85  -0.30  0.32
H  5.31  0.14  -0.31  0.30
H  4.22  -0.29  2.60  0.62
H  4.13  -1.46  1.30  0.32
H  2.66  -0.94  2.14  0.23
H  1.71  3.07  -1.17  0.20
H  2.51  3.47  -2.68  0.59
H  3.47  2.99  -1.30  0.31
H  0.31  1.43  -2.77  0.15
H  1.20  0.31  -3.78  0.37
H  1.36  2.03  -4.04  0.54
H  4.60  1.06  -2.50  0.35
H  3.82  1.82  -3.88  0.57
H  3.64  0.10  -3.62  0.34
H  2.28  -2.65  0.64  0.27
H  2.24  -3.82  -0.67  0.62
H  0.85  -2.79  -0.40  0.27
H  4.52  -2.11  -0.63  0.30
H  4.47  -1.40  -2.23  0.33
H  4.10  -3.10  -2.01  0.59
H  0.73  -1.74  -2.62  0.38
H  1.80  -3.11  -2.93  0.59
H  2.24  -1.53  -3.52  0.36


The following is a quantum chemistry calculation of an isolated molecule of C10H12Si at a distorted geometry, from the OMol25 dataset.

E_HOMO in Eh: -0.29654
SMILES: CC1=Cc2ccccc2[C@@H]1[SiH3]
LUMO energy in Eh: 0.03083

Each line ends with the Mulliken charge.
Atoms and positions in Å:
C  0.63  0.63  -2.93  -1.05
C  0.22  0.09  -1.64  0.34
C  -1.06  -0.24  -1.30  -1.01
C  -1.08  -0.65  0.06  0.95
C  -2.18  -0.92  0.92  -0.69
C  -1.93  -1.39  2.19  -0.34
C  -0.65  -1.44  2.70  -0.53
C  0.40  -0.89  1.99  -0.49
C  0.19  -0.49  0.64  -0.23
C  1.15  0.09  -0.39  0.11
Si  1.49  1.92  0.09  0.38
H  -0.10  0.50  -3.83  0.31
H  1.57  0.08  -3.25  0.28
H  0.94  1.68  -2.82  0.23
H  -1.99  -0.29  -1.97  0.28
H  -3.11  -1.13  0.32  0.23
H  -2.71  -1.86  2.76  0.37
H  -0.46  -1.99  3.58  0.39
H  1.42  -0.78  2.31  0.40
H  2.18  -0.16  -0.29  0.40
H  0.33  2.58  0.79  -0.08
H  2.11  2.74  -1.07  -0.15
H  2.66  1.94  1.13  -0.10